[1]
DFT (ωB97M-V with the def2-TZVPD basis set) results for a molecular structure, C36H46BaN10O3.

```
96
Properties=species:S:1:pos:R:3
Ba -0.869 0.598 -0.484
O -5.775 0.408 0.820
C -6.385 1.105 -0.166
C -7.778 1.161 -0.146
C -8.461 1.869 -1.115
C -7.764 2.532 -2.120
C -6.384 2.474 -2.143
C -5.665 1.768 -1.178
C -4.165 1.717 -1.229
O -3.561 1.192 -0.188
N -3.619 2.198 -2.298
N -2.228 2.076 -2.374
C -1.724 2.786 -3.315
C -0.349 2.843 -3.780
C -0.131 3.689 -4.880
C 1.095 3.827 -5.489
C 2.166 3.082 -4.985
C 1.995 2.247 -3.909
C 0.748 2.095 -3.248
O 0.654 1.315 -2.223
H -4.797 0.571 0.664
H -8.298 0.633 0.642
H -9.543 1.903 -1.089
H -8.297 3.087 -2.880
H -5.818 2.976 -2.915
H -2.414 3.425 -3.874
H -0.976 4.250 -5.264
H 1.223 4.488 -6.334
H 3.144 3.163 -5.445
H 2.825 1.675 -3.512
C 5.673 1.935 3.671
C 4.952 0.630 4.035
C 5.917 -0.536 3.821
C 4.548 0.662 5.515
C 3.696 0.506 3.179
C 2.693 1.467 3.253
C 1.578 1.354 2.444
N 1.382 0.338 1.602
C 2.330 -0.597 1.519
C 3.494 -0.532 2.281
C 2.137 -1.702 0.526
C 2.954 -2.833 0.525
C 2.828 -3.798 -0.463
C 1.859 -3.574 -1.438
C 1.068 -2.447 -1.351
N 1.184 -1.536 -0.389
C 3.694 -5.052 -0.513
C 2.784 -6.284 -0.402
C 4.448 -5.090 -1.850
C 4.717 -5.097 0.622
H 6.575 2.043 4.276
H 5.041 2.805 3.850
H 5.961 1.938 2.619
H 6.787 -0.408 4.464
H 6.272 -0.581 2.790
H 5.455 -1.492 4.073
H 5.436 0.756 6.141
H 4.027 -0.255 5.795
H 3.893 1.505 5.735
H 2.776 2.319 3.914
H 0.801 2.109 2.466
H 4.258 -1.281 2.158
H 3.686 -2.968 1.304
H 1.711 -4.266 -2.255
H 0.302 -2.253 -2.093
H 2.059 -6.318 -1.215
H 2.238 -6.278 0.542
H 3.382 -7.196 -0.446
H 3.766 -5.125 -2.699
H 5.081 -5.978 -1.893
H 5.083 -4.210 -1.962
H 4.235 -5.113 1.601
H 5.399 -4.246 0.581
H 5.314 -6.005 0.534
N -2.210 -2.101 0.533
C -2.749 -2.923 -0.555
C -3.513 -2.068 -1.555
N -2.620 -1.170 -2.289
H -1.695 -2.671 1.193
H -2.979 -1.678 1.045
H -3.419 -3.715 -0.197
H -1.911 -3.413 -1.060
H -4.243 -1.458 -1.016
H -4.083 -2.735 -2.213
H -3.134 -0.381 -2.669
H -2.192 -1.645 -3.075
N -4.399 3.261 1.621
C -3.866 4.368 2.137
N -4.686 5.247 2.760
N -2.579 4.659 2.132
C -1.782 3.805 1.536
N -1.070 3.063 1.002
H -5.396 3.127 1.613
H -3.858 2.609 1.047
H -5.673 5.228 2.580
H -4.272 6.126 3.018
```

Calculated values
**Kohn-Sham gap**: 6.366 eV
**Strongest force on any atom**: 0.50 eV/Å
**E_tot**: -59821.5336 eV
**HOMO energy**: -6.4 eV

=====

[2]
DFT (ωB97M-V with the def2-TZVPD basis set) results for 10 unconnected molecules or ions with the total composition C36H46Cl36F3NO5PS in a non-equilibrium geometry.

```
129
Properties=species:S:1:pos:R:3
C 6.164 3.567 -0.604
C 5.592 2.957 -1.897
O 4.192 2.652 -1.765
P 3.774 1.407 -2.691
O 4.347 1.589 -4.023
C 1.952 1.368 -2.790
C 1.382 -0.044 -2.455
C -0.161 0.003 -2.357
C -0.795 -1.068 -1.414
C -0.113 -2.470 -1.538
C -0.642 -3.157 -2.810
C -0.352 -2.733 -4.092
C -0.916 -3.403 -5.152
C -1.754 -4.476 -5.003
C -2.054 -4.918 -3.726
C -2.993 -6.068 -3.421
C -1.482 -4.241 -2.671
O -2.132 -1.246 -1.939
C -3.144 -0.945 -1.001
C -2.855 -1.786 0.267
C -4.098 -2.126 1.099
C -4.535 -3.588 0.912
C -3.652 -4.653 1.634
C -2.699 -5.439 0.704
C -2.817 -4.128 2.823
N -1.776 -1.056 0.990
S -2.357 0.336 1.974
C -0.776 -0.433 0.015
C 0.586 -0.449 0.731
C 1.316 0.917 0.756
O 0.467 1.993 1.084
C 2.359 0.810 1.920
F 2.952 -0.373 1.991
F 1.661 1.018 3.076
F 3.231 1.809 1.853
O 4.327 0.106 -1.910
C 4.621 -1.009 -2.779
C 5.404 -2.048 -1.951
H 7.117 4.094 -0.793
H 5.469 4.310 -0.192
H 6.340 2.804 0.165
H 5.776 3.682 -2.703
H 6.201 2.078 -2.149
H 1.554 2.061 -2.032
H 1.585 1.667 -3.775
H 1.654 -0.671 -3.317
H 1.892 -0.485 -1.595
H -0.435 1.012 -2.010
H -0.575 -0.108 -3.363
H 0.980 -2.445 -1.516
H -0.424 -3.141 -0.721
H 0.281 -1.871 -4.273
H -0.716 -3.056 -6.165
H -2.223 -4.990 -5.838
H -3.845 -6.113 -4.109
H -2.484 -7.033 -3.321
H -3.434 -5.862 -2.435
H -1.720 -4.569 -1.659
H -4.086 -1.303 -1.425
H -3.277 0.129 -0.787
H -2.465 -2.737 -0.118
H -4.919 -1.496 0.719
H -4.030 -1.902 2.168
H -5.576 -3.726 1.193
H -4.506 -3.821 -0.168
H -4.342 -5.401 2.053
H -1.802 -4.817 0.533
H -3.153 -5.708 -0.253
H -2.324 -6.321 1.239
H -3.402 -3.424 3.430
H -1.918 -3.598 2.465
H -2.521 -4.950 3.483
H -1.329 -1.732 1.615
H -1.934 -0.048 3.217
H -1.114 0.601 -0.104
H 0.506 -0.752 1.787
H 1.288 -1.169 0.294
H 1.910 1.125 -0.141
H 0.775 2.739 0.553
H 5.240 -0.721 -3.633
H 3.721 -1.508 -3.162
H 4.704 -2.700 -1.411
H 5.903 -2.700 -2.681
H 6.108 -1.559 -1.277
C 7.463 6.843 1.644
Cl 5.752 7.190 1.354
Cl 7.610 5.363 2.602
Cl 8.289 6.626 0.097
Cl 8.196 8.190 2.522
C 9.370 -0.841 -0.518
Cl 8.747 -2.256 0.342
Cl 10.529 0.011 0.506
Cl 10.163 -1.357 -2.009
Cl 8.026 0.244 -0.912
C -6.974 1.282 -3.576
Cl -6.290 2.832 -4.071
Cl -7.005 1.192 -1.803
Cl -8.619 1.134 -4.196
Cl -5.979 -0.035 -4.215
C -4.563 3.871 1.839
Cl -5.436 2.616 0.938
Cl -3.826 5.011 0.711
Cl -5.737 4.713 2.852
Cl -3.284 3.197 2.880
C -9.953 -0.400 0.681
Cl -9.420 -1.987 1.245
Cl -8.692 0.807 0.995
Cl -10.283 -0.470 -1.053
Cl -11.421 0.057 1.543
C 8.955 5.218 -3.602
Cl 7.246 5.579 -3.868
Cl 9.086 3.751 -2.626
Cl 9.769 4.963 -5.147
Cl 9.707 6.576 -2.755
C 3.498 1.749 6.726
Cl 4.353 0.322 7.327
Cl 4.619 3.111 6.628
Cl 2.836 1.410 5.120
Cl 2.173 2.151 7.830
C -8.090 5.900 6.003
Cl -8.618 4.226 6.213
Cl -9.379 6.995 6.505
Cl -6.648 6.192 6.982
Cl -7.707 6.184 4.296
C -2.103 -0.129 6.465
Cl -0.982 0.384 5.183
Cl -1.782 -1.814 6.880
Cl -1.871 0.890 7.881
Cl -3.764 0.033 5.876
```

Calculated values
**Kohn-Sham gap**: 8.583 eV
**Strongest force on any atom**: 2.13 eV/Å
**E_tot**: -528882.0127 eV
**Charge**: +1
**HOMO energy**: -11.3 eV

=====

[3]
DFT (ωB97M-V with the def2-TZVPD basis set) results for a molecular structure, C36H47BFeN8S3.

```
96
Properties=species:S:1:pos:R:3
Fe -2.827 -1.411 -1.376
C -3.996 2.684 1.562
C -2.570 2.385 1.252
C -1.604 3.345 1.275
C -0.249 3.024 0.999
N 0.092 1.794 0.742
N -0.859 0.835 0.717
B -0.150 -0.490 0.586
N 1.016 -0.513 -0.381
N 2.223 -0.320 0.206
C 3.277 -0.273 -0.560
C 3.162 -0.445 -1.966
C 1.957 -0.638 -2.560
C 1.816 -0.828 -4.031
C 0.808 -0.658 -1.696
S -0.743 -0.853 -2.394
C 4.638 -0.003 0.056
C 4.541 0.228 1.559
C 5.221 1.254 -0.605
C 5.548 -1.207 -0.219
N -0.745 -1.831 0.949
N 0.050 -1.322 1.904
C 0.239 -1.895 3.060
C -0.371 -3.176 3.206
C -1.147 -3.738 2.236
C -1.782 -5.072 2.399
C -1.400 -2.988 1.018
S -2.455 -3.518 -0.178
C 1.049 -1.222 4.138
C 1.369 0.218 3.739
C 0.232 -1.226 5.437
C 2.336 -2.037 4.332
C -2.175 1.047 0.921
S -3.301 -0.226 0.828
C 0.883 4.039 1.032
C 1.690 3.789 2.315
C 0.350 5.471 1.036
C 1.783 3.832 -0.191
H -4.143 3.752 1.703
H -4.304 2.160 2.467
H -4.653 2.331 0.768
H -1.873 4.366 1.501
H 4.057 -0.411 -2.572
H 2.745 -0.572 -4.534
H 1.008 -0.218 -4.432
H 1.573 -1.870 -4.251
H 3.938 1.104 1.790
H 5.541 0.387 1.961
H 4.106 -0.630 2.066
H 4.561 2.113 -0.474
H 5.398 1.116 -1.671
H 6.179 1.491 -0.145
H 5.175 -2.105 0.275
H 6.547 -1.001 0.164
H 5.645 -1.419 -1.284
H -0.208 -3.712 4.130
H -1.451 -5.552 3.316
H -1.549 -5.712 1.547
H -2.868 -4.963 2.422
H 0.459 0.816 3.664
H 1.899 0.268 2.789
H 1.998 0.669 4.507
H -0.701 -0.675 5.318
H 0.814 -0.740 6.219
H 0.000 -2.233 5.783
H 2.931 -2.052 3.421
H 2.125 -3.066 4.622
H 2.931 -1.584 5.124
H 1.084 3.952 3.208
H 2.538 4.472 2.357
H 2.069 2.767 2.336
H -0.197 5.708 1.949
H -0.295 5.666 0.178
H 1.188 6.165 0.978
H 2.158 2.811 -0.232
H 2.633 4.511 -0.131
H 1.248 4.042 -1.118
N -4.414 0.004 -2.106
C -4.467 -0.014 -3.543
C -4.932 1.001 -4.326
C -4.957 0.851 -5.731
C -4.543 -0.306 -6.323
C -4.041 -1.370 -5.534
C -3.572 -2.594 -6.060
C -3.069 -3.543 -5.215
C -3.003 -3.267 -3.840
N -3.445 -2.146 -3.310
C -3.981 -1.205 -4.138
H -4.436 0.941 -1.719
H -5.240 -0.469 -1.736
H -5.303 1.915 -3.880
H -5.332 1.664 -6.336
H -4.590 -0.424 -7.397
H -3.616 -2.766 -7.127
H -2.704 -4.491 -5.583
H -2.565 -3.986 -3.158
```

Calculated values
**Kohn-Sham gap (spin up / spin down)**: 7.615 / 7.751 eV
**Expectation value of S²**: 6.01
**Strongest force on any atom**: 0.51 eV/Å
**2S+1**: 5
**E_tot**: -117576.6767 eV
**Charge**: +2
**HOMO energy (spin up / spin down)**: -13.3 / -13.5 eV

=====

> Among the records above, which one has the lowest E_tot?

C36H46Cl36F3NO5PS

=====

> Look up the strongest force on any atom of the third one.

0.51 eV/Å

=====

> What is the formula in the second record?

C36H46Cl36F3NO5PS

=====

> Which value of strongest force on any atom does entry 1 give?

0.50 eV/Å